Entry 1:
A structure of composition C65H62Ge2I2NO6S4Sc at a distorted geometry, computed with the ωB97M-V functional and the def2-TZVPD basis.

Structure (XYZ):
```
143
C65H62Ge2I2NO6S4Sc (the ωB97M-V functional and the def2-TZVPD basis)
O -0.0005 6.2191 2.0373
H 5.7565 4.7780 -0.0872
C 1.2478 -2.4721 4.8739
H 0.9681 3.5555 -5.3473
H 4.7687 6.2532 2.2444
H -2.3113 -3.3225 -1.0806
C 1.4719 4.3415 -3.4151
C -0.0271 -4.3127 4.0475
C -0.5787 -3.4241 6.3258
H 4.3120 3.7741 3.4394
C -6.6746 -1.2532 -0.0057
O -0.1227 4.4990 0.5901
C 1.4714 4.0441 -2.0109
H 2.8291 -0.4951 -6.6039
C 3.5943 -0.9589 -2.4252
H -7.7439 -1.4286 0.0047
C 2.1567 -0.0955 -5.8399
H 5.5456 -0.1197 -2.1078
C 2.5949 6.4628 -2.9108
H -2.2966 -5.9241 0.9864
C 3.9939 4.2327 2.5052
H -5.2310 1.9742 0.8159
H 0.2504 0.9974 -2.0171
H 4.9612 -1.1262 -0.7638
C 2.0240 5.6005 -3.7919
C -2.6668 -5.0501 1.5134
H -4.5442 -1.0628 -3.0881
C -3.5900 -2.8023 2.8562
H -4.2814 -0.7625 2.9396
H 2.5370 5.6108 3.3485
C 4.1392 -3.7388 -0.8013
C 0.2390 -3.3994 5.0621
C 2.1740 4.9277 -1.1757
C 1.7487 3.6097 3.2829
H -0.3543 -6.0181 2.0974
C -5.1881 2.8477 0.1696
C 3.0746 -1.3972 3.5458
C -3.2158 4.5221 -4.0867
H 3.7540 -1.6370 2.7301
H 0.1848 1.3749 -4.4276
C 3.3471 -0.3245 -3.6387
H 3.8185 -4.9105 2.3490
C -3.1155 -3.9073 3.5571
H -4.6000 3.6146 0.6723
C 1.1055 -3.8346 -2.6528
S 2.0854 0.6007 0.4687
H -6.7965 0.4507 -1.3017
C -4.1702 3.5707 -1.9811
N 0.9715 2.8682 -1.5284
S -0.7966 -1.5016 1.8581
H 3.9252 0.5567 -3.8984
C 4.9934 5.2379 1.9208
C 4.8223 5.0491 0.4027
H 3.6458 -1.2838 4.4686
C -6.1456 -0.1993 -0.7287
H 1.7673 -4.6254 -2.2963
H -0.1742 -2.7393 7.0701
H 6.0077 4.9824 2.2284
C -3.0958 -3.9940 -0.7209
C 1.8801 -2.5857 -2.9813
H -6.2024 3.2332 0.0310
C 0.4751 5.3614 1.3310
C -3.8384 0.9634 -2.8688
H -2.7904 -0.9078 -3.0153
Ge 0.9100 -1.2042 0.3561
H 2.3432 0.9747 -5.7521
C -4.7756 0.0609 -0.7379
H 5.2385 -5.1891 0.3354
O 1.8643 3.4381 4.4829
C -2.6904 -5.0510 2.9035
Ge -1.9572 -0.3116 0.2912
H 3.9754 3.1902 -0.5204
H 2.9320 7.4413 -3.2370
C 4.6677 -0.4085 -1.5266
C -4.5611 2.5241 -1.1608
C 0.5306 2.1634 -3.7739
C -3.7013 -0.4426 -3.3955
C 4.4129 -4.4873 0.3308
H -3.0999 -3.8755 4.6425
C -4.0280 -1.5768 3.6149
H 2.6210 -0.4289 3.3199
I 2.3504 8.5537 -0.3945
H 4.3977 5.9091 -0.1220
C 2.0035 -2.4417 3.7034
H -3.2152 -1.2370 4.2592
C -3.1350 -3.9688 0.7821
H -3.0879 1.8475 -4.6650
H -4.2864 4.5895 -1.6264
O 2.4160 4.3415 0.1978
C 2.5484 -3.4387 1.4565
H 0.9241 -2.3133 -4.8733
H 1.2301 -5.7373 1.3428
H -2.8848 -4.9983 -1.0894
H -0.6042 -4.4291 6.7523
C 0.5498 1.9570 -2.4167
S -1.8517 1.7801 0.8173
H -3.6447 -0.4375 -4.4846
C 1.7246 -3.3689 2.6977
C 2.5683 4.7775 2.6489
C -4.3539 1.2083 -1.5908
H -6.2162 -2.9245 1.2577
H -0.1348 -4.6952 0.9431
H -4.0374 -3.6464 -1.1482
C 3.0810 -2.8343 -0.8182
H 2.4249 6.2662 1.0550
C -2.3016 -6.2858 3.6733
H 0.5605 -4.1920 -3.5265
Sc 0.4881 2.6140 0.6128
C 3.6180 -4.3334 1.4535
C -3.6172 3.3499 -3.2339
C 0.9769 3.3771 -4.2804
H -2.7168 4.1992 -4.9982
H 4.7488 -3.8460 -1.6913
H 1.1332 -0.2458 -6.1845
C 2.2645 -2.6895 0.3091
H -3.0783 -7.0486 3.5770
H 4.2899 0.4723 -1.0085
C -3.6488 -2.8554 1.4630
C 2.8038 6.0900 -1.5642
O 3.9436 3.1891 1.5052
H -4.8944 -1.7906 4.2452
H -2.1770 -6.0630 4.7332
I 2.0874 6.1176 -5.8684
C 2.0392 5.2735 1.2966
C 2.3857 -0.7875 -4.5226
H -1.3719 -6.7144 3.2944
C -5.8261 -2.0815 0.6991
C 1.6694 -1.9283 -4.1848
H -2.5385 5.1742 -3.5332
C -3.9066 -0.7723 0.0043
O 1.0665 2.8962 2.4622
H 0.3826 -3.6269 -1.8608
H -4.0928 5.1130 -4.3612
C 0.6941 -4.3064 2.8669
S -0.6241 -1.2069 -1.3655
C 2.8303 -2.0808 -2.0816
C 0.3429 -5.2544 1.7534
H -0.8313 -5.0287 4.1748
C 3.8509 3.8702 0.3199
C -3.4820 2.0405 -3.6734
C -4.4512 -1.8497 0.7056
H 1.4512 -1.7375 5.6458
H -1.6082 -3.1278 6.1115
```

Results
Frontier orbital gap: 4.53 eV
Largest force on an atom: 2.2 eV/A
HOMO: -1.092 eV
Total charge: -2
Relative energy (zero: lowest compared OMol25 entry of this formula, charge and spin): 89.9 kcal per mole


Entry 2:
A cluster of 8 separate species, C65H69BIN5O36P in total at a distorted geometry, computed with the ωB97M-V functional and the def2-TZVPD basis.

Structure (XYZ):
```
178
C65H69BIN5O36P (the ωB97M-V functional and the def2-TZVPD basis)
C -3.4564 0.4088 -2.2280
H -0.8119 0.8484 0.3736
C 3.9653 -0.3889 2.9991
O -0.3321 -3.6399 10.2487
H 4.5744 3.5492 -3.1251
C -4.0906 2.6496 6.8299
C 5.3151 -7.5049 3.0742
C 2.7680 -2.3728 9.0948
H 6.7877 -11.1394 1.3415
O -2.8074 2.5248 7.1976
H -1.3156 0.6132 2.0283
C -1.8672 13.0560 -0.7161
H -2.4096 13.4954 0.1095
N -1.3114 -0.0752 -3.7735
C 1.0310 -5.8699 -9.4399
H -0.3964 -2.2439 -7.6740
H -4.9041 3.8682 -4.1679
C -4.9166 -0.1657 -2.5230
H 2.8192 2.0619 -1.0988
O -1.5432 11.0349 0.4145
H 3.4061 -6.3380 -4.0342
H 1.8865 -4.0063 1.9949
H -0.6536 1.3148 -1.7216
C -0.1108 2.7965 -3.1900
C 5.6879 -10.1816 -4.5411
H 1.8942 4.2858 1.7160
O 5.4498 -10.1782 0.0002
H -0.5988 2.3779 -4.0836
C 4.5243 -8.1858 0.8326
H 5.5158 0.4492 4.4929
H -2.3449 2.1538 6.4238
H 3.3414 3.7195 -0.8130
C 6.1547 -8.6988 3.1566
C -1.3814 11.8110 -0.6679
O 2.5699 -7.2101 -8.1436
H -1.5493 3.3848 0.6532
C -2.9968 -0.6223 0.0028
O 6.9411 -10.6807 2.1892
C -5.8443 2.8289 0.9738
N -2.6507 -0.5008 -1.3827
O 6.4321 -11.2923 -4.4951
C -4.9113 -1.7267 -2.7554
C -4.4338 2.2180 5.4387
O 0.9443 -3.1865 -6.3686
H -5.6288 0.0044 -1.6873
H -6.1783 2.1136 -1.8990
C 4.0446 -8.7666 -5.8599
C -5.0193 3.1358 7.6605
O -4.2882 -1.2454 0.3119
C 5.6572 -9.3060 -3.5285
O 3.1041 -4.3123 3.6802
H -2.1751 8.4582 -0.7160
O -3.3910 0.5288 -4.9260
C 0.0711 5.4459 1.6937
C 1.8044 -5.2247 -7.1779
C -0.8358 2.3973 -1.8418
C -0.6287 11.2189 -1.8221
C -6.7551 2.7976 5.8410
H 0.2741 2.9218 2.9784
C 2.7627 -2.4018 2.3789
O -0.8118 14.0454 -4.1522
H -0.8593 -4.9908 8.7124
H -3.5787 0.6063 1.6447
C 0.2459 2.8529 1.8720
C 1.7242 -2.5445 9.9132
O -3.5461 1.7992 4.7086
C -2.3272 2.8301 -1.9457
H 2.4200 -7.6667 -8.9949
H 4.6459 1.7531 -2.7408
H -8.5005 3.2750 6.2534
H 5.3763 2.9716 -1.6474
H 0.0706 11.5863 -3.8510
C -3.4631 1.8490 -1.5925
O 3.2490 -6.7961 -4.8825
H -4.3531 -2.2793 -1.9841
H -0.2500 2.9420 -1.0721
H -4.5360 -2.0028 -3.7612
H 3.9332 -8.0569 -0.0636
H 1.6396 -2.0251 10.8575
C 0.1754 -3.8043 -8.4947
O -5.0332 -2.9630 1.3111
C 0.8714 4.1566 1.3077
H 4.8268 -2.9819 5.1436
H -5.9740 -2.0363 -2.6769
C -0.4591 12.0307 -3.0199
C 4.0154 -7.9015 -4.8452
H 0.8611 1.9831 1.5570
I -7.2752 4.2988 0.3422
O 4.2253 0.7880 2.8367
H 0.9547 4.1438 0.2030
C -1.6770 13.8775 -1.9077
H -5.0417 4.0704 -1.8398
C -1.5732 1.1837 1.1105
H 0.5714 5.9566 2.5425
H -3.8956 -0.2595 -5.1713
H -2.4991 3.1413 -3.0035
C 3.0242 -1.1143 2.1459
B -2.7346 0.3124 -3.7092
H -1.7768 6.8328 -1.3935
H 2.5616 -0.5674 1.3351
H -0.5285 8.1408 -1.3968
C 3.1486 2.9846 -1.6241
O 0.1059 6.3070 0.5339
H -0.9960 0.1174 -4.7285
O 1.1003 -6.6804 -10.3407
C 0.6454 -3.4582 9.5492
O -7.2879 3.7035 7.9327
O 3.7004 -6.2249 1.8079
H 2.3790 -5.3799 -6.2758
O 1.8225 1.3805 -3.3195
C 4.8318 -8.1084 -3.6135
O -6.1857 1.9205 1.6547
H 6.2800 -11.7485 -5.3446
N -4.1278 -2.5877 0.6874
N -4.9059 2.8723 -3.9409
H 1.8960 -4.5593 6.4969
O -2.0858 15.0183 -1.9963
C 1.3778 2.4599 -3.0534
H -1.8543 2.9447 2.3537
H 6.2303 -9.4475 -2.6226
C 6.1865 -9.5753 2.1455
C 0.1962 -4.6704 -9.5112
C -6.4089 3.2556 7.2253
P -4.9870 2.7512 -2.3753
C 4.3594 -2.4308 4.3450
C -0.8702 7.2674 0.5622
C -4.3138 2.9222 0.5998
C -5.8215 2.3140 5.0123
O 3.8293 -2.8923 7.0700
H 3.4574 -8.6204 -6.7554
N -3.8448 1.6833 -0.1291
H -0.2225 3.9046 -3.2693
H -4.7388 1.1587 -0.1984
O -8.0362 2.8974 5.4804
O 2.1663 3.4771 -2.5501
C -1.3822 7.7002 -0.8232
H 3.8631 -5.7469 2.6481
C 0.9912 -4.0209 -7.2607
O 4.9595 -10.7712 -6.6913
C 4.8863 -9.9609 -5.7887
H 4.3987 -1.5991 8.6477
C 5.3779 -9.3650 0.9041
H -5.3625 0.2530 -3.4453
C 2.8673 -3.0983 7.7892
C 4.4847 -7.3122 1.8427
C 4.6287 -1.1396 4.1123
C -1.9283 -1.5286 0.6282
H -0.3881 -4.5225 -10.4088
O -0.5751 -2.6905 -8.5217
H -0.9721 5.2405 2.0013
C 4.5264 2.7716 -2.3343
H -4.0295 3.8698 0.1228
H -1.2473 14.8918 -3.9325
H -1.1031 10.1896 0.2105
O -0.2344 -5.0501 7.9640
H -2.4229 3.7869 -1.3762
H 6.7357 -8.8370 4.0577
O 5.5008 -0.4543 4.8612
O -1.2694 7.7598 1.5825
C 0.7593 -4.2037 8.2550
C 1.8280 -6.0956 -8.1934
C -0.9933 -2.0313 1.1865
C 3.4076 -3.1427 3.5083
O 5.2612 -6.6734 3.9598
C -2.9991 0.7906 0.7108
O 4.7823 -7.2771 -2.7237
H 0.0027 -2.3757 1.4830
O 3.7762 -1.5444 9.3974
H -3.8384 2.9278 1.6054
H -2.4027 -1.3706 -1.8349
O -0.1879 10.0845 -1.7281
C -0.9480 13.2759 -3.0689
C 1.8024 -4.0286 7.4351
O 1.8973 -3.1019 1.6199
C -1.2608 2.6678 1.4519
H -4.7838 3.4531 8.6668
H -1.2691 -1.1010 -3.7204
H -6.0525 1.9801 4.0115
```

Results
Frontier orbital gap: 7.23 eV
Largest force on an atom: 2.5 eV/A
HOMO: -10.735 eV
Total charge: +1


> What is the largest force on an atom in the first record?

2.2 eV/A